# 1
C5H10O | ωB97M-V/def2-TZVPD

Geometry as XYZ:
```
16
Properties=species:S:1:pos:R:3:forces:R:3
H 1.780 1.535 0.529 0.041 -0.136 -0.049
H -1.282 -0.992 1.316 -0.229 0.047 0.009
H -1.592 -2.069 -0.605 0.063 0.168 0.009
H 0.844 0.552 -1.596 -0.042 -0.069 0.137
H 1.415 -1.037 -1.115 -0.077 0.119 0.069
O -2.122 -0.502 0.845 0.070 -0.107 0.146
C -1.475 -0.989 -0.477 -0.096 -0.232 -0.076
C 1.028 -0.090 -0.714 0.060 -0.055 -0.024
H -1.717 1.330 -0.032 0.154 -0.082 -0.013
H 2.331 -0.073 1.016 -0.019 0.086 -0.115
H -2.069 -0.438 -1.229 0.138 -0.012 0.065
C -1.138 0.678 0.648 -0.021 0.176 0.212
C 2.110 0.560 0.150 0.036 0.038 0.044
C -0.217 -0.377 0.082 0.073 0.184 -0.316
H -0.934 1.190 1.593 0.005 -0.102 -0.161
H 3.039 0.721 -0.409 -0.155 -0.022 0.065
```
Forces are in eV/Å.

E_tot = -271.56369 hartree
highest occupied orbital energy = -7.18 eV
Kohn-Sham gap = 8.262 eV
relative energy (zero: lowest compared OMol25 entry of this formula, charge and spin) = 496.0 kJ/mol
charge = 0
strongest force on any atom = 0.37 eV Å⁻¹

These are the natural (NBO) partial charges, in e, on atoms 1 to 5: atom 1 (H): 0.19, atom 2 (H): 0.47, atom 3 (H): 0.19, atom 4 (H): 0.17, atom 5 (H): 0.21

---

# 2
C3H4ClF | ωB97M-V/def2-TZVPD

Geometry as XYZ:
```
9
Properties=species:S:1:pos:R:3:forces:R:3
Cl 0.351 -2.849 -0.348 0.251 -0.447 -0.907
H -1.012 0.272 1.043 1.545 -0.308 -1.405
H 0.969 -0.111 -1.455 0.231 -0.379 0.021
C -0.363 -0.277 0.255 -0.059 2.316 -0.740
F -2.045 -1.951 -0.117 -0.726 -0.009 0.016
C -0.830 -1.745 0.381 3.203 0.129 2.058
H 0.678 1.448 -0.590 -0.153 0.792 0.351
H -0.665 -2.124 1.492 -1.322 1.254 -1.991
C 0.495 0.406 -0.640 -2.969 -3.349 2.597
```
Forces are in eV/Å.

E_tot = -676.70783 hartree
highest occupied orbital energy = -10.23 eV
Kohn-Sham gap = 11.021 eV
structure (SMILES) = C=C[C@@H](F)Cl
relative energy (zero: lowest compared OMol25 entry of this formula, charge and spin) = 88.4 kJ/mol
charge = 0
strongest force on any atom = 5.17 eV Å⁻¹

These are the natural (NBO) partial charges, in e, on atoms 1 to 5: atom 1 (Cl): -0.08, atom 2 (H): 0.21, atom 3 (H): 0.21, atom 4 (C): -0.25, atom 5 (F): -0.32

---

Number 1 is which compound?
C5H10O

---

What is the relative energy (zero: lowest compared OMol25 entry of this formula, charge and spin) in the first record?
496.0 kJ/mol